107
Properties=species:S:1:pos:R:3:forces:R:3:mulliken_charge:R:1 method="wB97M-V/def2-TZVPD" relative_energy_kcal_mol=48.22 e_tot_ha=-3645.341177 total_charge=+2 max_force_ev_per_a=3.62
Hg 1.139862 0.485308 -2.015389 0.032 -0.162 0.581 3.482
Pb -1.651547 0.161717 2.452778 -0.543 -0.476 0.116 1.076
C -1.982217 1.992083 -4.379273 -0.582 -1.595 -0.243 0.684
F -1.233425 1.529983 -5.365475 1.029 0.263 0.317 -0.196
F -1.469531 3.066163 -3.790037 -0.121 0.270 -0.769 -0.195
F -3.169136 2.166023 -4.935126 -0.035 0.841 0.953 -0.188
S -2.146780 0.700444 -2.989014 0.336 -0.712 -0.040 0.775
O -2.042798 1.435271 -1.756084 0.420 0.178 -0.037 -0.892
O -3.380050 0.010092 -3.243154 1.126 0.240 0.105 -0.564
N -0.644181 -0.230721 -3.098833 -3.414 1.032 -0.620 -0.995
S -0.881016 -1.592230 -3.939413 -1.532 -0.809 -1.579 0.591
O -1.896061 -1.508092 -4.972569 1.091 0.108 1.615 -0.593
O 0.389188 -2.125831 -4.345914 0.193 -0.015 0.837 -0.667
C -1.578475 -2.738795 -2.562792 0.722 -0.123 -0.900 0.764
F -1.875464 -3.917512 -3.062829 -0.037 -0.229 -0.357 -0.231
F -0.588457 -2.926278 -1.662694 -0.299 0.369 0.121 -0.279
F -2.663582 -2.254704 -1.980767 0.410 0.232 0.268 -0.209
B 0.043893 -0.059735 0.363082 0.187 0.281 -0.128 3.958
H 0.514384 0.909338 -0.017252 0.442 1.917 -0.191 -1.293
H -1.091325 0.051876 0.240924 -1.914 0.090 -0.359 -0.887
H 0.413990 -0.900538 -0.317118 0.338 -1.918 -0.399 -0.676
H 0.400475 -0.106315 1.446915 0.899 -0.475 1.496 -0.892
C -5.285271 2.504360 0.429179 -2.012 -1.245 0.299 -1.621
C -4.483744 1.355052 1.066085 -0.378 0.454 0.069 0.066
C -4.617223 -0.040695 0.384459 -0.784 2.706 0.392 -0.569
O -3.785173 -0.947488 1.051585 0.756 0.032 -0.009 -0.069
C -4.222435 -2.290947 0.981195 -1.384 -0.696 -0.137 -0.718
N -3.079097 1.838570 1.135886 -0.130 -1.379 -0.584 0.138
H -6.336453 2.363025 0.708539 -0.054 -0.083 0.021 0.460
H -5.362157 2.498786 -0.658375 0.767 0.260 -0.056 0.307
H -5.079840 3.473101 0.881842 0.501 0.024 -0.311 0.467
H -4.922691 1.176476 2.051876 0.540 0.338 0.363 0.333
H -4.451651 0.138007 -0.678603 0.453 -0.849 -0.262 0.263
H -5.684082 -0.220494 0.540888 0.027 -0.697 -0.171 0.471
H -3.453221 -3.017723 1.227418 0.273 0.458 -0.114 -0.066
H -4.664027 -2.514320 0.007633 0.478 0.018 -0.253 0.370
H -5.062311 -2.469106 1.661413 0.131 0.224 0.302 0.339
H -3.123311 2.841207 1.257218 0.207 0.045 0.243 0.280
H -2.785939 1.696879 0.170830 0.551 0.262 -0.179 -0.101
C 2.577528 4.624399 -0.873064 1.528 0.354 0.934 -1.436
C 2.560146 3.126672 -1.305373 -0.419 2.500 2.041 0.294
C 3.185032 2.302526 -0.158049 -0.048 0.508 -1.131 -0.368
O 3.267319 0.970833 -0.571513 0.318 -0.426 -0.747 -0.195
C 3.743040 0.091240 0.419419 -0.640 -0.769 0.820 -0.950
N 1.114199 2.825624 -1.382110 0.455 0.029 -1.120 -0.635
H 3.608216 4.943873 -0.687792 0.056 0.045 -0.231 0.435
H 2.113439 4.811383 0.101855 -0.237 -0.521 0.080 0.262
H 2.144035 5.404609 -1.500192 -0.092 -0.593 -0.653 0.440
H 3.135573 3.084135 -2.228515 -0.381 -0.738 -0.170 0.038
H 2.562430 2.304405 0.744987 0.032 0.620 0.077 -0.080
H 4.181163 2.723954 0.007078 -0.011 -0.143 0.404 0.687
H 2.913424 -0.473310 0.863248 -0.224 0.051 -0.179 0.105
H 4.169569 0.622210 1.271927 0.517 0.068 -0.295 0.483
H 4.411569 -0.655031 -0.007090 0.314 0.355 -0.038 0.277
H 0.787051 3.143609 -0.472934 -0.375 -0.739 0.196 0.015
H 0.736831 3.573274 -1.962994 -0.292 -0.479 -0.531 0.348
C 0.770379 4.203300 3.073658 0.460 -0.283 0.560 -1.720
C 0.299603 2.721927 2.947266 0.828 2.797 0.805 0.719
C 1.067124 1.843490 3.931473 -0.675 -0.894 -0.376 -0.810
O 0.697136 0.473489 3.673905 0.483 0.584 0.216 -0.031
C 1.517754 -0.457198 4.386940 -0.588 0.163 0.195 -0.618
N -1.149467 2.730048 3.207980 -0.103 0.233 0.265 -0.355
H 1.743549 4.360299 2.605993 0.077 0.006 0.136 0.332
H 0.833713 4.495055 4.124399 0.118 0.041 0.016 0.427
H 0.071465 4.902851 2.613039 -0.065 -0.180 -0.205 0.512
H 0.555730 2.559067 1.899548 -0.504 -1.188 0.006 -0.493
H 0.817838 1.994469 4.985814 -0.171 0.702 -0.056 0.459
H 2.144897 2.002652 3.845053 0.057 -0.156 -0.279 0.458
H 1.452122 -0.319666 5.469987 -0.012 0.311 0.011 0.356
H 2.552878 -0.311799 4.076851 0.038 -0.469 -0.087 0.337
H 1.068943 -1.432243 4.205856 0.513 -0.168 -0.193 -0.038
H -1.503301 3.572098 2.756641 -0.222 -0.451 -0.845 0.273
H -1.291671 3.102855 4.149564 0.291 -0.815 0.472 0.256
C -1.250360 -4.640937 1.108809 0.905 -0.287 -0.895 -1.343
C -1.190743 -3.822702 2.379208 -0.080 -0.712 0.606 0.199
C -0.307142 -4.505713 3.426294 0.136 0.196 0.437 -1.387
O -0.217481 -3.658419 4.581100 0.702 -0.047 -0.393 -0.261
C 0.368011 -4.439418 5.654084 -1.029 0.057 -1.066 -0.847
N -0.648078 -2.471024 2.086783 -0.264 -0.164 0.449 0.243
H -0.226071 -4.661309 0.719667 -0.016 0.292 -0.279 0.419
H -1.886548 -4.190858 0.348914 0.003 0.125 -0.002 0.120
H -1.470999 -5.709330 1.102452 -0.527 0.111 0.865 0.431
H -2.172907 -3.720617 2.845754 -0.082 0.061 -0.066 0.361
H 0.694478 -4.748568 3.046658 0.214 0.535 -0.278 0.433
H -0.636499 -5.504787 3.728299 -0.776 0.115 -0.093 0.719
H 0.597476 -3.828890 6.522123 -0.151 0.144 -0.132 0.236
H 1.261716 -4.934801 5.271103 0.071 -0.114 0.272 0.352
H -0.446760 -5.143757 5.832220 0.575 -0.454 0.821 0.351
H -0.448767 -2.342523 1.101847 0.125 -0.237 -0.063 -0.447
H 0.226473 -2.431075 2.598447 0.139 0.390 -0.225 -0.043
C 3.989372 -2.643162 -3.996135 -0.432 1.133 -0.823 -1.626
C 3.406590 -1.355186 -3.406047 0.904 1.393 -0.088 0.405
C 2.971152 -0.340651 -4.475041 -0.085 0.049 -0.562 -1.262
O 2.388274 0.860259 -3.952366 0.200 0.057 1.348 -0.218
C 2.128654 1.835859 -4.931284 -1.458 -0.620 -1.683 -0.894
N 2.410140 -1.572731 -2.349504 0.024 -0.395 -0.527 -0.665
H 4.957463 -2.359835 -4.409716 0.271 -0.511 0.292 0.455
H 3.417884 -2.962163 -4.869833 -0.273 -0.344 0.278 0.371
H 4.028251 -3.409597 -3.226460 0.304 -0.128 -0.188 0.376
H 4.256326 -0.801288 -2.991976 -0.144 -0.276 0.791 0.426
H 2.251347 -0.758205 -5.182705 0.279 -0.093 -0.204 0.543
H 3.890346 0.044727 -4.923590 -0.018 -0.665 -0.627 0.460
H 1.575340 2.702382 -4.569474 0.903 0.241 0.732 0.309
H 1.351765 1.462590 -5.614490 0.234 -0.414 -0.164 0.262
H 2.993023 2.014877 -5.570731 0.196 0.490 0.429 0.335
H 2.902257 -2.103300 -1.635840 -0.180 0.334 0.418 0.338
H 1.767642 -2.257180 -2.750460 -0.383 0.207 0.120 0.140

***

111
Properties=species:S:1:pos:R:3:forces:R:3:mulliken_charge:R:1 method="wB97M-V/def2-TZVPD" relative_energy_kcal_mol=141.91 e_tot_ha=-5793.059871 max_force_ev_per_a=4.28
O 5.533251 -2.468874 0.735628 -3.165 -0.274 2.511 -0.642
V 4.243151 -2.695784 1.718128 1.828 -2.440 -3.000 1.765
O 3.934991 -4.283094 1.655418 0.447 3.363 0.355 -0.620
C -0.760809 -0.196414 1.691978 0.059 1.068 -0.558 -0.863
C -0.233809 -0.196634 0.245358 2.011 -0.709 0.264 -0.269
O 0.941381 -1.017634 0.031588 -1.647 0.510 0.301 -0.629
H -1.108759 -1.163274 2.055598 0.490 0.045 0.115 0.247
H -1.585739 0.511636 1.771018 -0.529 -0.127 -0.323 0.345
H -0.026369 0.348536 2.285038 0.374 -0.856 0.486 0.221
H 0.003691 0.824926 -0.051452 0.131 0.428 0.229 0.213
H -1.055199 -0.437974 -0.429312 -0.103 -0.840 -0.294 0.247
C -0.022079 -1.363164 -5.859312 0.051 -1.272 0.346 -1.021
C 1.340801 -1.908344 -6.324022 -0.012 3.498 -1.295 0.679
O 1.658501 -1.824094 -7.511052 -0.312 -1.078 0.563 -0.630
N 2.248651 -2.158094 -5.372222 1.562 -0.892 0.736 -0.171
C 3.650581 -2.543134 -5.674432 -1.205 -0.387 -0.304 -0.827
H -0.598389 -0.865234 -6.639072 0.390 -0.368 -0.190 0.274
H -0.030369 -0.707204 -4.988822 0.545 -0.065 0.053 0.322
H -0.511229 -2.283964 -5.541602 -0.737 0.123 0.041 0.267
H 2.094931 -1.978764 -4.390232 -0.558 -0.025 -0.314 0.239
H 3.686031 -3.150144 -6.579082 -0.243 0.074 -0.004 0.285
H 3.952421 -3.194494 -4.854232 0.469 0.390 0.011 0.340
H 4.290151 -1.682324 -5.869512 0.040 0.012 0.406 0.246
C -4.907619 3.585216 -1.673232 0.370 0.228 0.402 -0.930
C -6.295289 4.135976 -1.961032 -0.145 -0.823 1.220 0.683
O -7.139159 4.115926 -1.075752 0.061 0.134 -0.151 -0.649
N -6.551869 4.553456 -3.194292 0.064 0.797 -1.734 -0.210
C -7.866419 4.910186 -3.733502 0.207 -0.991 -0.283 -0.830
H -4.157339 3.505286 -2.459862 -0.431 0.042 -0.442 0.317
H -5.041939 2.603956 -1.218032 -0.003 0.065 -0.015 0.235
H -4.442319 4.228636 -0.926502 -0.148 -0.027 0.203 0.264
H -5.792799 4.520626 -3.859752 -0.170 -0.034 0.156 0.229
H -7.760729 5.581836 -4.585452 0.061 0.591 0.548 0.301
H -8.567319 5.210326 -2.954562 0.366 0.329 -0.126 0.299
H -8.285989 4.028846 -4.218572 -0.231 -0.318 0.222 0.292
C 5.490051 1.770386 6.284328 0.349 -0.803 1.130 -0.709
O 4.913461 2.709626 5.374628 -0.272 -0.661 -0.877 -0.320
P 5.203891 2.542456 3.802108 -0.145 -0.582 -0.705 0.890
O 4.606681 1.353196 3.100788 1.057 1.531 1.277 -0.525
O 4.766411 3.937496 3.132068 0.674 -0.442 1.032 -0.313
C 3.464041 4.168656 2.640298 -1.468 -0.231 -0.779 -0.673
O 6.811831 2.670426 3.830548 -1.219 0.186 0.182 -0.293
C 7.492381 2.978046 2.612748 -0.764 -0.594 -0.800 -0.605
H 5.845181 0.813686 5.901298 0.571 0.484 -1.081 0.305
H 4.818481 1.314646 7.011928 -0.991 0.989 -0.021 0.292
H 6.259161 2.274346 6.869638 0.140 -0.064 -0.315 0.284
H 3.285791 3.640126 1.703828 0.199 -0.352 0.089 0.303
H 3.259731 5.208446 2.384968 0.788 0.210 0.398 0.275
H 2.676741 3.879016 3.336268 0.204 -0.172 0.203 0.285
H 6.844941 3.574346 1.969818 0.277 0.617 0.215 0.290
H 7.559141 2.051466 2.042578 0.786 -0.113 0.110 0.267
H 8.439821 3.464336 2.845098 -0.192 -0.219 -0.103 0.237
C -10.533029 -0.163224 -1.880642 -1.069 1.590 -1.130 -0.759
O -9.480169 -0.785104 -1.216462 0.407 -1.346 0.369 -0.153
P -9.614019 -2.269444 -0.653112 -0.888 0.308 0.081 0.947
O -10.991329 -2.612954 -0.215632 1.818 -0.057 -0.355 -0.697
O -8.993229 -3.127334 -1.892902 -0.386 -0.061 1.693 -0.280
C -8.742829 -4.540664 -1.777292 0.630 -0.705 -1.114 -0.716
O -8.499729 -2.201234 0.503548 -0.909 -0.860 -0.676 -0.309
C -7.137469 -2.307934 0.140728 1.313 0.555 0.510 -0.639
H -10.233669 0.080026 -2.900112 0.301 0.127 0.019 0.273
H -10.760579 0.764086 -1.354892 0.112 0.071 -0.044 0.270
H -11.494099 -0.660434 -2.011892 0.287 -0.819 0.612 0.332
H -7.751629 -4.797564 -1.403632 0.169 0.653 0.305 0.267
H -8.710899 -4.886074 -2.810622 -0.232 -0.043 0.004 0.282
H -9.421719 -5.202514 -1.239552 -0.639 0.817 0.186 0.335
H -6.898889 -1.737624 -0.757002 -0.134 -0.304 -0.192 0.326
H -6.756609 -3.328984 0.118138 -0.464 -0.172 -0.451 0.243
H -6.536359 -1.858564 0.931188 -0.300 0.250 0.183 0.277
C 0.000771 -1.009284 7.585358 0.898 0.161 -1.322 -0.611
O 0.762091 -2.198704 7.928228 -0.404 -1.261 -0.521 -0.342
P 1.104351 -3.377254 6.827248 0.473 1.950 0.406 0.970
O 1.745421 -2.826224 5.597508 -0.884 -1.171 1.202 -0.573
O 2.053541 -4.380694 7.646348 -0.720 1.216 -0.269 -0.353
C 1.835231 -4.583434 9.061328 -0.179 -0.585 -0.075 -0.596
O -0.305349 -4.143704 6.661668 0.774 0.439 0.410 -0.254
C -0.419359 -4.996074 5.532168 0.215 -0.320 -1.640 -0.707
H 0.720311 -0.249054 7.281378 0.132 0.047 0.154 0.240
H -0.599689 -0.573554 8.383908 0.117 -0.820 0.287 0.268
H -0.592359 -1.166334 6.684458 -0.314 -0.244 0.232 0.280
H 2.744551 -4.315164 9.599148 -0.095 0.040 -0.125 0.238
H 1.627031 -5.646794 9.179718 0.099 0.044 0.159 0.272
H 0.983051 -4.020104 9.441528 0.164 0.072 -0.114 0.313
H 0.464221 -4.909594 4.899778 0.061 0.136 -0.057 0.299
H -1.259529 -4.690774 4.908458 -0.102 0.141 0.270 0.266
H -0.518589 -6.065924 5.715698 -0.125 0.172 0.880 0.281
C 5.951651 7.989426 -3.822332 -0.165 0.639 -0.738 -0.733
O 6.242511 6.667226 -3.325182 -0.700 -0.650 0.026 -0.296
P 5.205271 5.475156 -3.680422 -0.010 -0.757 -0.142 1.060
O 3.774291 5.674946 -3.365952 1.418 0.043 -0.343 -0.664
O 5.479461 5.227536 -5.249352 -0.006 -0.197 0.626 -0.320
C 6.718501 4.608286 -5.638322 0.375 0.197 -0.526 -0.678
O 5.891671 4.150246 -2.997522 -0.240 2.645 -0.710 -0.289
C 5.137921 2.953216 -2.960642 -0.047 -0.827 0.704 -0.705
H 6.729111 8.371806 -4.483732 0.656 -0.452 0.383 0.287
H 5.811911 8.716836 -3.022682 0.029 -0.437 0.232 0.285
H 5.099321 8.068486 -4.497152 -0.495 -0.597 0.388 0.326
H 7.070571 5.126746 -6.530142 -0.121 -0.004 -0.005 0.296
H 6.584451 3.556816 -5.892372 -0.327 0.033 0.092 0.253
H 7.517601 4.664306 -4.899132 -0.271 0.196 0.242 0.333
H 4.073731 3.045386 -3.177662 0.083 0.406 -0.017 0.360
H 5.266321 2.610636 -1.933872 -0.271 -0.344 -0.099 0.222
H 5.571201 2.213796 -3.634162 0.082 0.096 -0.090 0.264
Cl -1.049889 -8.504754 -0.301972 -0.149 -0.703 0.560 -0.178
C 0.129611 -7.581744 -1.200232 -0.640 1.314 -1.337 -0.367
C -0.484659 -6.151004 -1.454382 1.115 -0.776 0.889 -0.446
Cl -2.108849 -6.118634 -2.172102 0.258 -0.193 -0.147 -0.176
H 0.324711 -8.077404 -2.151212 -0.170 -0.081 0.048 0.285
H 1.079711 -7.536424 -0.667922 -0.235 0.280 0.184 0.295
H 0.190471 -5.562894 -2.076032 -0.137 -0.034 0.010 0.289
H -0.570809 -5.697174 -0.467112 -0.041 0.228 -0.197 0.298